Here is 4 unconnected molecules or ions with the total composition C25H34NO2 from the Open Molecules 2025 dataset. Energies are from the ωB97M-V functional and the def2-TZVPD basis.

Properties
- charge = -1

Last column: Löwdin charge in e.
Element x y z (Å)
C 1.599 -0.070 0.979  -0.1053
C 2.737 -0.119 -0.058  -0.2632
C 4.053 0.430 0.489  -0.2011
C 4.069 1.972 0.636  -0.2862
O 3.106 2.571 -0.169  -0.2762
N 3.682 3.662 -1.004  -0.0934
C 3.326 4.827 -0.346  -0.3949
O 3.745 4.964 1.074  -0.1978
C 5.095 5.310 1.197  -0.3490
C 5.344 6.818 1.089  -0.1033
H 0.920 0.752 0.751  0.0726
H 1.045 -1.008 1.011  0.0379
H 2.004 0.130 1.975  0.0576
H 2.453 0.460 -0.933  0.0991
H 2.911 -1.162 -0.341  0.0897
H 4.888 0.107 -0.139  0.0933
H 4.228 -0.012 1.479  0.0887
H 5.047 2.373 0.350  0.0937
H 3.901 2.249 1.691  0.1008
H 2.245 5.074 -0.283  0.0891
H 3.815 5.628 -0.924  0.0892
H 5.691 4.774 0.445  0.0982
H 5.438 4.963 2.179  0.1014
H 4.541 7.363 1.588  0.0663
H 6.286 7.077 1.584  0.0560
H 5.423 7.150 0.053  0.0550
C 1.956 -2.444 4.071  -0.0868
C 0.608 -2.117 4.048  -0.1018
C -0.350 -3.099 4.257  -0.1087
C 0.040 -4.411 4.495  -0.1041
C 1.388 -4.738 4.520  -0.1056
C 2.346 -3.755 4.306  -0.0957
H 2.700 -1.678 3.896  0.1013
H 0.308 -1.094 3.858  0.1035
H -1.402 -2.844 4.231  0.0985
H -0.708 -5.177 4.658  0.0960
H 1.693 -5.761 4.704  0.0955
H 3.397 -4.012 4.318  0.0990
C -3.433 -0.904 -0.656  -0.0983
C -2.753 -1.037 0.547  -0.0887
C -1.715 -1.951 0.659  -0.0960
C -1.353 -2.728 -0.432  -0.0893
C -2.031 -2.594 -1.635  -0.0940
C -3.074 -1.684 -1.747  -0.1025
H -4.239 -0.187 -0.746  0.0944
H -3.027 -0.423 1.395  0.1003
H -1.180 -2.054 1.594  0.0791
H -0.535 -3.432 -0.345  0.1031
H -1.745 -3.196 -2.489  0.0985
H -3.601 -1.576 -2.686  0.0857
C -6.919 -1.948 -6.029  -0.1012
C -7.082 -0.577 -6.165  -0.1008
C -6.907 0.256 -5.069  -0.0963
C -6.565 -0.283 -3.836  -0.0941
C -6.401 -1.655 -3.700  -0.1053
C -6.579 -2.488 -4.796  -0.0962
H -7.054 -2.597 -6.885  0.0976
H -7.343 -0.156 -7.128  0.0980
H -7.033 1.325 -5.175  0.0999
H -6.423 0.366 -2.982  0.0999
H -6.129 -2.074 -2.740  0.0971
H -6.449 -3.557 -4.689  0.0997

Forces on the atoms, in the same order (eV/Å):
C 0.2 0.3 -0.1
C 0.1 -0.3 0.4
C 0.0 0.2 0.1
C 0.0 0.1 0.1
O -0.4 0.0 -0.4
N 0.5 0.0 0.4
C -0.2 0.0 -0.5
O 0.1 0.3 0.1
C 0.1 -0.1 0.1
C 0.2 -0.1 0.1
H -0.1 -0.1 0.0
H -0.1 0.1 0.0
H 0.0 -0.1 0.0
H 0.1 -0.1 -0.1
H -0.1 0.0 -0.1
H -0.1 0.0 -0.2
H 0.1 -0.1 0.0
H 0.0 -0.1 0.1
H 0.0 0.0 0.0
H 0.0 -0.2 0.3
H -0.1 0.1 0.0
H 0.0 0.0 0.0
H -0.1 0.0 0.0
H 0.0 0.0 0.0
H 0.0 0.0 0.0
H -0.2 0.0 0.0
C 0.0 0.0 0.0
C 0.0 0.0 0.0
C 0.0 0.0 0.0
C 0.0 0.0 0.0
C 0.0 0.0 0.0
C 0.0 0.0 0.0
H 0.0 0.0 0.0
H 0.0 0.0 0.0
H 0.0 0.0 0.0
H 0.0 0.0 0.0
H 0.0 0.0 0.0
H 0.0 0.0 0.0
C 0.0 0.0 0.0
C 0.0 0.0 0.0
C 0.0 0.0 0.0
C 0.0 0.0 0.0
C 0.0 0.0 0.0
C 0.0 0.0 0.0
H 0.0 0.0 0.0
H 0.0 0.0 0.0
H 0.0 0.0 0.0
H 0.0 0.0 0.0
H 0.0 0.0 0.0
H 0.0 0.0 0.0
C 0.0 0.0 0.0
C 0.0 0.0 0.0
C 0.0 0.0 0.0
C 0.0 0.0 0.0
C 0.0 0.0 0.0
C 0.0 0.0 0.0
H 0.0 0.0 0.0
H 0.0 0.0 0.0
H 0.0 0.0 0.0
H 0.0 0.0 0.0
H 0.0 0.0 0.0
H 0.0 0.0 0.0

Here is a molecular structure, CH3NO4 from the Open Molecules 2025 dataset. Energies are from the ωB97M-V functional and the def2-TZVPD basis.

Properties
- energy relative to the best compared isomer or geometry (same formula, charge and spin) (kJ/mol) = 395.9
- charge = 0

Last column: Löwdin charge in e.
Element x y z (Å)
N -0.636 0.605 -0.434  -0.0399
C -0.636 -0.491 0.264  -0.3411
O 1.046 -0.707 -0.393  -0.1543
O 2.033 -0.439 0.630  -0.0231
O -1.893 1.213 -0.654  -0.0002
O -1.110 -1.290 0.970  0.1999
H 2.414 -1.324 0.734  0.1014
H -1.778 2.105 -0.298  0.1047
H 0.559 0.328 -0.819  0.1526

Forces on the atoms, in the same order (eV/Å):
N -0.3 0.2 -0.1
C 0.0 -0.2 0.1
O 0.1 0.1 0.5
O -0.5 -0.1 -0.4
O 0.4 -0.2 0.2
O 0.3 0.3 -0.3
H 0.0 0.1 0.0
H 0.0 -0.1 0.0
H 0.1 -0.2 0.1

Here is 2 unconnected molecules or ions with the total composition C18H33FN5O2S2 in a non-equilibrium geometry from the Open Molecules 2025 dataset. Energies are from the ωB97M-V functional and the def2-TZVPD basis.

Properties
- charge = +1

Last column: Löwdin charge in e.
Element x y z (Å)
C 3.466 -1.607 1.223  -0.1332
C 3.924 -0.924 -0.211  -0.2215
C 2.589 -0.218 -0.930  -0.1507
C 2.394 1.237 -0.202  -0.2426
C 3.171 2.383 -1.132  -0.0637
N 0.967 1.602 0.139  -0.0681
O 0.640 1.638 1.457  0.0072
C -0.023 1.920 -0.758  -0.0399
N 0.125 1.986 -2.293  0.0467
C -1.122 2.613 -2.952  -0.1042
C -1.962 3.236 -1.692  -0.1356
F -1.230 4.520 -1.401  -0.0876
N -1.464 2.341 -0.595  -0.0285
C -2.410 1.464 0.163  -0.1854
C -3.759 0.978 -0.614  -0.2090
C -3.594 -0.355 -1.556  -0.4598
S -1.854 -0.714 -2.141  0.7623
C -1.680 -2.589 -2.391  -0.9390
S -1.818 -3.309 -3.954  0.6514
N -1.390 -3.571 -1.248  -0.2162
C 0.110 -3.593 -1.048  -0.1485
C 0.440 -3.814 0.566  -0.1794
O -0.453 -4.804 1.191  -0.1892
C -1.803 -4.205 1.296  -0.1442
C -2.140 -3.194 0.013  -0.1835
H 2.306 -1.815 1.126  0.0419
H 3.573 -0.841 2.126  0.0855
H 4.000 -2.641 1.442  0.0944
H 4.775 -0.139 0.014  0.1146
H 4.293 -1.808 -0.913  0.1216
H 2.797 -0.149 -2.090  0.1276
H 1.630 -0.853 -0.716  0.0906
H 3.018 1.208 0.815  0.1644
H 4.351 2.366 -0.970  0.1113
H 2.720 3.443 -0.896  0.0958
H 2.979 2.203 -2.295  0.0865
H 1.297 2.255 1.900  0.0552
H 0.840 2.669 -2.639  0.1071
H -0.679 3.419 -3.676  0.1429
H -1.697 1.878 -3.696  0.1333
H -3.090 3.514 -1.798  0.1798
H -1.839 0.480 0.524  0.1261
H -2.748 2.005 1.157  0.1392
H -4.540 0.675 0.238  0.1385
H -4.302 1.789 -1.258  0.1056
H -3.960 -1.283 -0.900  0.0809
H -4.399 -0.278 -2.434  0.1105
H 0.631 -4.490 -1.633  0.1472
H 0.588 -2.611 -1.472  0.0984
H 1.585 -4.130 0.614  0.1400
H 0.363 -2.803 1.187  0.1170
H -2.581 -5.079 1.248  0.1381
H -1.858 -3.585 2.308  0.1398
H -3.308 -3.260 -0.184  0.1364
H -1.831 -2.107 0.393  0.1040
C 0.423 2.698 5.716  -0.0490
C 1.102 3.059 4.405  -0.1251
N 1.666 3.359 3.318  0.1036
H -0.143 1.769 5.598  0.0845
H 1.173 2.561 6.499  0.0871
H -0.262 3.496 6.013  0.0866

Forces on the atoms, in the same order (eV/Å):
C -0.9 0.3 -0.1
C -0.8 -0.9 0.3
C 0.8 -0.2 0.7
C 2.8 -0.1 -1.1
C -0.6 0.3 -0.5
N -1.9 0.9 -3.2
O 0.2 0.1 0.5
C -2.1 1.7 -3.6
N 0.1 1.5 2.3
C -0.4 0.4 -0.8
C 3.6 0.4 -0.6
F -1.7 -2.0 -0.7
N 1.5 -1.6 0.6
C -0.9 -1.0 2.1
C -0.5 -0.5 0.2
C -2.4 -1.1 0.8
S -0.4 -0.9 0.0
C -0.8 -3.0 -1.4
S 0.5 2.2 3.6
N -0.4 2.6 -0.4
C 1.2 -0.7 0.8
C 0.8 0.8 -0.3
O -0.3 2.1 -1.2
C -0.2 0.1 -0.7
C -0.1 0.4 1.3
H 2.4 0.2 0.3
H 0.0 -1.8 -1.9
H -1.0 2.4 -0.4
H -1.7 -1.6 -0.9
H -0.6 2.2 1.4
H -0.7 0.2 2.4
H 1.9 1.0 -0.5
H -2.0 0.1 -2.0
H -2.8 0.0 -0.1
H 1.2 -1.9 -0.2
H 0.4 0.2 2.6
H -0.7 -0.2 -0.2
H 0.0 -1.3 1.1
H -1.2 -1.1 1.6
H 1.1 1.2 2.2
H 2.3 -1.0 0.6
H -1.1 2.2 -1.0
H 0.7 -0.9 -2.1
H 1.8 0.8 -1.9
H 1.3 -1.3 1.4
H 1.0 2.0 -1.5
H 2.1 -0.2 1.7
H -1.5 1.8 1.1
H -0.7 -1.7 1.1
H -2.7 0.2 0.2
H 0.0 -1.9 -1.4
H 1.7 1.6 0.4
H -0.1 -1.3 -2.1
H 2.6 0.2 0.3
H -0.8 -2.0 -1.0
C 0.6 0.4 -1.0
C 3.7 1.9 -7.1
N -4.5 -2.5 8.7
H 0.2 0.2 -0.1
H 0.0 0.1 -0.2
H 0.2 -0.1 -0.2

Here is a single C2H4O2Si molecule in a non-equilibrium geometry from the Open Molecules 2025 dataset. Energies are from the ωB97M-V functional and the def2-TZVPD basis.

Properties
- energy relative to the best compared isomer or geometry (same formula, charge and spin) (kJ/mol) = 75.3
- charge = 0

Last column: Löwdin charge in e.
Element x y z (Å)
O 1.533 -1.186 -0.418  -0.1797
Si 0.433 0.092 -0.132  0.3790
O 1.222 1.492 -0.208  -0.1228
C -1.265 -0.104 0.609  -0.1583
C -1.284 -0.257 -0.715  -0.1414
H 2.229 -1.697 0.071  0.0763
H 1.002 2.095 0.528  0.0755
H -1.762 -0.080 1.608  0.0537
H -2.108 -0.354 -1.343  0.0177

Forces on the atoms, in the same order (eV/Å):
O -0.3 0.5 0.6
Si -1.4 -3.4 -0.2
O 0.3 1.2 0.7
C 2.6 0.4 2.2
C 1.6 0.9 0.6
H -1.4 1.4 -0.4
H 0.2 -0.3 -0.7
H -0.4 -0.2 -1.5
H -1.3 -0.4 -1.3

| no. | Kohn-Sham gap (Ha) | highest occupied orbital energy (eV) | DFT total energy (Eh) |
| --- | --- | --- | --- |
| 1 | 0.165 | -2.2 | -1178.1370 |
| 2 | 0.405 | -10.4 | -395.4011 |
| 3 | 0.285 | -11.0 | -2025.4834 |
| 4 | 0.335 | -8.7 | -518.5792 |